ORCA calculation (wB97M-V/def2-TZVPD) on a cluster of 14 separate species, C66H120F27N5O18 in total at a distorted geometry.

## Properties
Gap between HOMO and LUMO = 0.3062 hartree

```
! wB97M-V def2-TZVPD RIJCOSX def2/J DEFGRID3
* xyz 0 1
F -1.74 -9.62 -2.12
F 2.83 4.41 4.32
F 1.64 -2.67 -5.23
F 4.54 5.71 3.94
F -0.44 3.76 2.51
F -1.44 -1.67 3.88
F -7.04 4.90 -2.65
F -3.32 -1.90 0.20
F -7.51 4.56 -4.81
F 0.30 -2.96 -9.51
F -4.11 -3.73 -0.74
F -0.95 -10.21 -0.15
F -1.88 -3.04 -9.64
F -5.81 5.85 -4.22
F 2.47 -2.67 -3.20
F 4.10 -1.54 -0.94
F -0.76 4.14 4.61
F -0.86 -4.20 -8.19
F 6.05 -1.51 -1.99
F 2.49 6.33 3.47
F 5.33 -3.41 -1.12
F 2.90 -4.27 -4.59
F 0.44 -9.38 -1.63
F -3.65 -1.98 4.17
F -2.52 -2.60 -1.72
F 0.65 2.52 3.92
F -2.24 -2.78 5.59
O -0.72 -0.68 -8.17
O -5.73 -2.23 -1.95
O -4.40 -0.47 -1.92
O -4.40 3.84 -3.42
O 2.88 3.66 1.86
O -1.99 -3.69 2.14
O 6.31 -2.77 1.09
O -0.29 -6.94 -0.82
O -2.72 -4.82 3.92
O -2.61 2.38 3.09
O -5.93 2.38 -4.18
O -1.48 -2.23 -6.71
O -2.16 -7.66 0.02
O -1.51 1.13 4.53
O 3.81 -0.90 -4.66
O 4.90 -2.67 -5.38
O 6.09 -0.58 0.75
O 4.19 5.32 1.13
N 0.26 0.22 -0.23
N 3.42 1.13 6.19
N 2.11 -5.57 4.31
N 1.04 4.71 -4.82
N -4.74 5.91 0.34
C -2.65 -6.04 3.22
C 0.01 -0.56 1.01
C -3.45 5.59 0.94
C 4.95 -0.09 -5.11
C -2.36 -3.76 3.27
C -1.63 2.11 3.87
C -2.06 1.15 -0.07
C 0.35 -4.64 -0.97
C -6.84 -1.43 -2.54
C -5.55 3.44 -3.84
C 1.27 -0.43 -1.05
C 2.23 -5.06 2.93
C -0.83 -3.00 -8.78
C 2.29 -7.00 4.45
C 3.60 -5.41 2.33
C 1.29 -7.88 3.65
C 2.78 -0.05 6.74
C 1.79 3.99 -5.82
C -3.68 1.44 2.99
C -6.46 4.73 -3.92
C -5.70 4.80 0.50
C 4.04 2.17 0.37
C -6.11 4.46 1.96
C 4.70 1.28 -4.48
C 8.15 -2.31 2.65
C 4.29 0.06 4.11
C -1.16 -7.86 -0.59
C -0.79 -9.31 -1.12
C -0.91 -1.03 -4.67
C 3.92 -2.12 -5.06
C 5.37 -2.07 -0.95
C -0.51 3.17 3.70
C 1.32 -0.16 6.57
C -2.42 -2.53 4.25
C 0.16 4.38 -2.46
C 4.67 1.53 6.83
C 5.99 -1.71 0.42
C -6.71 -1.17 -4.02
C -1.88 -1.14 -5.82
C 0.95 -3.60 5.13
C 1.69 6.85 -5.79
C 1.08 3.88 -3.58
C -3.95 -6.32 2.49
C -1.00 0.49 -0.94
C 3.47 1.16 4.75
C -4.65 -1.61 -1.75
C 1.54 6.02 -4.51
C -4.59 1.44 4.16
C 1.19 -0.71 1.93
C 1.72 0.41 -2.20
C -2.82 4.40 0.32
C -3.66 -2.47 -1.00
C -1.04 -1.77 -7.84
C 0.91 -5.09 4.94
C 3.36 5.29 3.47
C 2.87 3.14 0.46
C -3.40 2.79 -3.32
C 5.08 2.93 6.51
C -2.54 2.75 -4.52
C 3.55 4.77 1.98
C 6.71 -2.47 2.45
C 2.76 -2.95 -4.47
C -5.36 7.17 0.75
C -0.54 -5.59 -0.19
C 1.19 2.67 -6.25
C -6.48 7.62 -0.17
H 5.20 -0.17 4.69
H -0.71 -1.97 -4.15
H 1.34 -8.93 3.91
H -6.58 5.06 -0.09
H -6.77 -0.49 -2.01
H -0.87 4.51 -2.81
H 5.38 2.91 5.47
H -1.79 -6.04 2.57
H 2.10 -3.98 2.89
H 0.02 -5.32 4.30
H 3.79 -6.50 2.24
H -1.38 -0.35 -3.94
H 0.90 0.62 -2.90
H -0.79 -0.08 1.58
H -5.11 2.39 4.25
H 1.89 -3.47 5.68
H -1.76 4.38 0.57
H 0.12 2.75 -6.48
H 0.81 -5.59 5.91
H 8.35 -2.38 3.72
H 4.11 1.73 -0.61
H -6.71 3.54 2.00
H 1.87 4.62 -6.70
H 5.56 1.85 -4.86
H 8.53 -1.38 2.22
H 3.90 2.12 4.47
H -4.57 7.93 0.70
H -3.89 1.83 -3.14
H 1.31 1.92 -5.47
H -1.72 2.04 -4.44
H 1.91 2.62 0.44
H 4.63 1.36 -3.40
H -2.10 3.73 -4.67
H 1.51 -7.81 2.57
H 3.97 1.35 1.08
H 3.00 -0.10 7.81
H 1.44 -4.78 -0.92
H 4.59 1.39 7.90
H -6.42 -2.08 -4.55
H -0.38 -1.56 0.71
H 4.94 2.75 0.47
H 0.17 -3.19 5.78
H 3.30 -7.22 4.11
H 0.82 -1.33 -1.52
H 0.83 -1.18 2.86
H -5.28 3.92 0.00
H 0.76 2.87 -3.81
H 1.72 2.24 -7.12
H 5.51 0.87 6.57
H -3.17 2.48 -5.38
H 5.01 -0.05 -6.20
H 4.51 0.26 3.06
H -1.60 -5.36 -0.36
H 0.88 6.53 -3.79
H 0.86 0.77 6.92
H 0.10 3.62 -1.67
H 0.01 -0.54 -5.00
H -4.17 1.69 2.05
H 0.24 -7.61 3.82
H 1.37 -5.43 2.32
H 0.08 -3.65 -0.62
H -7.66 -2.10 -2.26
H 1.44 0.33 2.18
H -6.70 5.25 2.43
H 6.29 -3.33 2.95
H -3.46 5.38 2.03
H 1.59 7.91 -5.54
H -7.33 6.98 0.13
H -5.99 -0.39 -4.22
H 4.29 3.67 6.68
H -1.83 -0.25 -6.45
H 2.91 3.98 -0.23
H -2.84 6.47 0.77
H -1.38 -0.45 -1.39
H 2.58 6.63 -6.39
H 5.96 3.26 7.04
H -6.39 7.43 -1.24
H -3.99 1.20 5.05
H 8.68 -3.13 2.17
H 2.82 3.80 -5.50
H -5.76 7.12 1.80
H -6.79 8.62 0.10
H -0.23 -5.63 0.86
H -3.33 3.50 0.67
H 3.82 1.75 -4.93
H -1.57 1.86 0.62
H 2.09 -1.21 1.60
H -4.11 -5.59 1.68
H 2.29 -7.26 5.51
H 6.14 -1.59 2.75
H -5.18 4.27 2.51
H 2.47 1.17 4.33
H -3.74 -7.26 1.95
H -2.90 4.45 -0.78
H 2.52 5.99 -3.96
H 0.92 -3.02 4.19
H -4.78 -6.48 3.17
H 2.61 -0.01 -2.66
H -5.33 0.65 4.03
H -3.25 0.44 2.88
H -2.88 3.06 -2.39
H -2.52 0.38 0.55
H -0.79 1.13 -1.81
H 3.76 -0.89 4.17
H -7.67 -0.78 -4.37
H 5.78 -0.62 -4.66
H 2.16 3.73 -3.26
H -2.92 -1.37 -5.59
H 0.92 -0.99 7.15
H 0.81 6.70 -6.42
H 2.09 -0.73 -0.39
H 3.24 -1.00 6.37
H -2.87 1.59 -0.66
H 3.71 -4.87 1.39
H 0.99 -0.33 5.54
H -2.46 -6.77 4.01
H 0.57 5.30 -2.03
H 2.01 1.41 -1.83
H -0.02 -4.66 -1.99
H 4.38 -5.08 3.03
*
```